[1]
Computed, not measured: a molecular structure, C25H34AsMnNSi2 at a distorted geometry, with wB97M-V/def2-TZVPD.

The geometry in ORCA input format:
```
! wB97M-V def2-TZVPD RIJCOSX def2/J DEFGRID3
* xyz -2 6
As 1.2315 -0.6216 0.5705
Mn -0.7129 0.2128 -1.6481
Si -1.2004 2.5236 -0.5652
Si -3.1648 -0.0751 -0.8416
N 0.4953 -0.6768 -2.8221
C -4.3939 -1.5080 -0.2456
C 2.8685 -1.4237 -0.2155
C -4.5131 1.0769 1.4425
C -4.6674 2.0274 2.4691
C 2.0126 -0.2673 2.4301
C 3.0683 -3.9974 4.1076
C -2.5619 2.4068 0.6605
C -4.2591 0.7017 -2.2347
C 3.8838 -0.3028 -5.3012
C 2.3057 -1.5819 -4.0063
C 3.2466 0.8325 -4.8309
C 2.2123 0.8568 -3.8850
C 0.3192 3.1148 0.4368
C -3.8384 3.2135 2.4957
C 3.4524 -1.5371 -4.7583
C 4.0254 -3.3272 3.4046
C 1.6510 -2.1305 3.9950
C 1.5741 -0.4248 -3.5078
C -1.5799 4.0860 -1.5976
C 2.5343 -1.4550 3.1927
C -2.8412 3.3774 1.5854
C 1.8623 -3.4398 4.4458
C 3.8062 -2.0051 3.0227
C 0.2045 -2.2632 0.8757
C -3.4142 1.2690 0.5372
H -4.5376 -2.2057 -1.0551
H 3.6182 1.8067 -5.1402
H 3.6613 -0.6848 -0.0779
H -5.3553 -1.0009 0.0069
H -4.0164 3.9012 3.3056
H -2.4165 3.9198 -2.2987
H 2.6718 -1.6763 -1.2529
H 1.1047 -3.9924 5.0395
H 1.1619 0.2274 2.9723
H -2.2375 4.3167 1.6170
H 3.0164 -2.3740 0.3382
H 1.8472 1.7416 -3.4556
H 4.5562 -1.5042 2.4420
H 0.7144 -1.6296 4.1987
H 3.2691 -4.9953 4.4029
H -3.8672 1.7057 -2.4994
H 0.0288 -2.6806 -0.1095
H 0.0948 3.2091 1.5144
H -0.7784 -2.0383 1.2693
H 4.9866 -3.8098 3.1484
H 2.8351 0.3863 2.1660
H -3.9831 -2.1034 0.5740
H 1.2054 2.4742 0.3243
H 0.5532 4.1454 0.1644
H -5.2376 0.3177 1.2575
H 1.9784 -2.5391 -3.6300
H -1.8873 4.9655 -1.0411
H -0.7051 4.3805 -2.2073
H -4.3528 0.0428 -3.0951
H -5.3001 0.7355 -1.8524
H -5.3892 1.8599 3.2842
H 0.7363 -2.9025 1.5997
H 3.7681 -2.4784 -5.0469
H 4.6495 -0.1824 -6.0752
*
```

The value obtained for the gap between HOMO and LUMO (spin up / spin down) is 3.85 / 4.33 eV. The LUMO energy (spin up / spin down) comes out at 4.3 / 4.3 eV. The value obtained for the molecular weight is 534.586 g mol⁻¹.

natural (NBO) analysis output, partial charges in e: number 1, As, carries 0.923; number 2, Mn, carries 1.172; number 3, Si, carries 0.729; number 4, Si, carries 0.649; number 5, N, carries -1.149; number 6, C, carries -1.086; number 7, C, carries -0.951; number 8, C, carries -0.238; number 9, C, carries -0.235; number 10, C, carries -0.731; number 11, C, carries -0.256; number 12, C, carries -0.493; number 13, C, carries -1.088; number 14, C, carries -0.409; number 15, C, carries -0.313; number 16, C, carries -0.206; number 17, C, carries -0.372; number 18, C, carries -1.100; number 19, C, carries -0.279; number 20, C, carries -0.225; number 21, C, carries -0.214; number 22, C, carries -0.213; number 23, C, carries 0.182; number 24, C, carries -1.087; number 25, C, carries -0.024; number 26, C, carries -0.142; number 27, C, carries -0.212; number 28, C, carries -0.210; number 29, C, carries -0.984; number 30, C, carries -0.373; number 31, H, carries 0.209; number 32, H, carries 0.169; number 33, H, carries 0.212; number 34, H, carries 0.181; number 35, H, carries 0.182; number 36, H, carries 0.212; number 37, H, carries 0.274; number 38, H, carries 0.208; number 39, H, carries 0.232; number 40, H, carries 0.180; number 41, H, carries 0.200; number 42, H, carries 0.191; number 43, H, carries 0.209; number 44, H, carries 0.206; number 45, H, carries 0.193; number 46, H, carries 0.224; number 47, H, carries 0.253; number 48, H, carries 0.203; number 49, H, carries 0.232; number 50, H, carries 0.203; number 51, H, carries 0.221; number 52, H, carries 0.208; number 53, H, carries 0.222; number 54, H, carries 0.203; number 55, H, carries 0.196; number 56, H, carries 0.182; number 57, H, carries 0.188; number 58, H, carries 0.214; number 59, H, carries 0.209; number 60, H, carries 0.190; number 61, H, carries 0.179; number 62, H, carries 0.206; number 63, H, carries 0.173; number 64, H, carries 0.173

[2]
Computed, not measured: a molecular structure, C25H34F10N8O2Sn at a distorted geometry, with wB97M-V/def2-TZVPD.

The geometry in ORCA input format:
```
! wB97M-V def2-TZVPD RIJCOSX def2/J DEFGRID3
* xyz 0 1
Sn -1.2653 -0.1476 -0.0456
F 5.1680 3.3752 1.2210
F 0.8358 0.3141 2.2842
F 6.2436 -1.9529 -2.2426
F 5.2448 1.6025 3.3083
F 2.9788 0.1053 3.8044
F 5.6480 0.5233 -3.2292
F 3.2168 1.1732 -3.9821
F 4.2176 -3.7916 -2.0271
F 3.0940 3.6121 -0.3486
F 1.7345 -3.1802 -2.7871
O -2.7448 1.3315 4.9330
O -1.9960 1.0795 2.8586
N -0.8558 1.5478 -2.4095
N -0.5571 2.3434 5.9138
N -2.1761 -2.3214 1.0441
N 0.6296 -1.8962 0.3860
N -4.0204 0.0978 0.8066
N 1.0249 -0.7595 -3.7174
N -2.1001 -1.4463 -1.6402
N 0.7350 1.8413 0.0303
C 0.4994 2.9479 -0.8772
C -0.8289 2.7631 -1.5752
C 4.1126 2.5868 1.4561
C 3.0089 2.6844 0.6332
C 3.9748 -2.5713 -2.5147
C 3.4018 -0.0733 -3.5040
C 2.6918 -2.2369 -2.8915
C 0.2298 -3.0493 1.1996
C 1.9378 1.0349 1.9216
C -0.5079 2.0928 4.4695
C -1.0943 -2.7972 1.9192
C 3.0321 0.9363 2.7478
C 4.6933 -0.3985 -3.1250
C -2.9108 -2.6199 -1.3391
C -1.8131 1.4432 3.9940
C 0.2686 1.6320 -3.3615
C -3.3437 -2.0192 1.8925
C 0.5102 0.4557 -4.3166
C 5.0009 -1.6486 -2.6217
C -4.4753 -1.2178 1.2520
C -2.1465 1.4965 -3.0901
C 2.3245 -0.9680 -3.3850
C -2.5054 -3.2817 -0.0189
C 4.1620 1.6993 2.5190
C 1.8389 1.8743 0.7749
H -0.0502 1.6338 6.4271
H -4.7762 0.5959 0.3507
H -2.9851 -1.4420 2.7478
H 1.1508 -2.2024 -0.4274
H -2.9339 1.4021 -2.3399
H -2.3317 2.4042 -3.6820
H 0.9774 -3.2824 1.9627
H 1.1759 1.7387 -2.7714
H -1.6144 2.6832 -0.8152
H 1.2739 3.0866 -1.6388
H -3.3070 -3.9553 0.3125
H -0.4023 3.0249 3.9150
H 0.1478 -3.9247 0.5574
H -2.2118 0.6379 -3.7549
H -4.8797 -1.7552 0.3966
H -5.2658 -1.1388 2.0087
H 1.2511 -1.2959 0.9157
H -2.6249 -0.8958 -2.3106
H -2.7963 -3.3806 -2.1255
H -0.1582 3.2373 6.1624
H -2.3446 1.7336 5.7408
H 0.1441 2.5414 -3.9732
H -1.6281 -3.8876 -0.2299
H -3.7282 0.6420 1.6156
H -0.9297 -2.0213 2.6716
H -0.4066 0.1939 -4.8475
H 0.4531 3.8881 -0.3093
H 1.2187 0.7998 -5.0679
H 0.3246 -1.3201 -3.1751
H -3.9792 -2.3737 -1.3092
H 0.3177 1.4484 4.1685
H -1.0346 3.6466 -2.2007
H -1.3858 -3.7199 2.4425
H -3.7783 -2.9593 2.2630
*
```

The value obtained for the gap between HOMO and LUMO is 6.62 eV. The LUMO energy comes out at 0.3 eV. The value obtained for the molecular weight is 787.292 g mol⁻¹.

Mulliken analysis output, partial charges in e: number 1, Sn, carries 1.371; number 2, F, carries -0.327; number 3, F, carries -0.197; number 4, F, carries -0.312; number 5, F, carries -0.336; number 6, F, carries -0.356; number 7, F, carries -0.299; number 8, F, carries -0.393; number 9, F, carries -0.310; number 10, F, carries -0.376; number 11, F, carries -0.448; number 12, O, carries -0.552; number 13, O, carries -0.328; number 14, N, carries 1.379; number 15, N, carries -0.773; number 16, N, carries 0.564; number 17, N, carries -0.058; number 18, N, carries -0.515; number 19, N, carries -0.162; number 20, N, carries -0.308; number 21, N, carries 0.580; number 22, C, carries -1.048; number 23, C, carries -1.309; number 24, C, carries 0.217; number 25, C, carries 0.703; number 26, C, carries 0.228; number 27, C, carries 0.616; number 28, C, carries 0.126; number 29, C, carries -0.962; number 30, C, carries -0.791; number 31, C, carries 0.728; number 32, C, carries -0.690; number 33, C, carries 0.075; number 34, C, carries 0.068; number 35, C, carries -0.833; number 36, C, carries -0.085; number 37, C, carries -0.351; number 38, C, carries -0.856; number 39, C, carries -1.622; number 40, C, carries 0.737; number 41, C, carries -1.075; number 42, C, carries -1.566; number 43, C, carries 0.047; number 44, C, carries -0.809; number 45, C, carries 0.602; number 46, C, carries -0.083; number 47, H, carries 0.207; number 48, H, carries 0.243; number 49, H, carries 0.439; number 50, H, carries -0.029; number 51, H, carries 0.296; number 52, H, carries 0.427; number 53, H, carries 0.497; number 54, H, carries 0.190; number 55, H, carries 0.326; number 56, H, carries 0.420; number 57, H, carries 0.196; number 58, H, carries 0.357; number 59, H, carries 0.414; number 60, H, carries 0.322; number 61, H, carries 0.349; number 62, H, carries 0.525; number 63, H, carries -0.045; number 64, H, carries -0.026; number 65, H, carries 0.456; number 66, H, carries 0.226; number 67, H, carries 0.439; number 68, H, carries 0.148; number 69, H, carries 0.349; number 70, H, carries 0.087; number 71, H, carries 0.281; number 72, H, carries 0.486; number 73, H, carries 0.641; number 74, H, carries 0.478; number 75, H, carries 0.183; number 76, H, carries 0.268; number 77, H, carries -0.292; number 78, H, carries 0.507; number 79, H, carries 0.368; number 80, H, carries 0.357

- What is the molecular weight in the first record?
  534.586 g mol⁻¹

- Which of these has the highest molecular weight?
  C25H34F10N8O2Sn